No. 1
ORCA calculation (wB97M-V/def2-TZVPD) on a cluster of 3 separate species, CH10N2O2 in total at a distorted geometry.

Values from the calculation:
Multiplicity: 1
Charge: 0
ΔE to the lowest compared entry with this formula, charge and spin, kcal/mol: 30.1
Calculated total energy, Ha: -304.03491
SMILES string: NCN.O.O
LUMO level, eV: 0.5

```
15
Properties=species:S:1:pos:R:3:forces:R:3:lowdin_charge:R:1
N -0.713561 -0.648564 -0.747321 5.32 0.40 -0.84 0.004
C 0.180858 -0.964347 0.397170 -0.12 -3.50 0.27 -0.390
N 1.328958 -0.157418 0.556392 2.53 1.26 -0.77 -0.030
H -1.608796 -0.358843 -0.558844 -2.19 1.19 1.07 0.027
H -0.069174 0.108974 -1.082956 -1.75 -0.37 -0.67 0.090
H 0.540865 -2.096240 0.280135 -0.69 2.40 0.39 0.148
H -0.305855 -0.852068 1.320793 -1.70 -0.62 1.15 0.073
H 2.203274 -0.597025 0.876357 -1.06 0.17 -0.50 0.082
H 1.266031 0.788552 0.944930 -0.46 -0.71 -0.13 0.063
O -1.824741 -1.660332 -3.489834 0.22 0.58 0.78 -0.090
H -1.584693 -1.081685 -4.215972 0.00 0.02 -0.19 0.019
H -1.491462 -1.184205 -2.691096 -0.11 -0.75 -0.55 -0.006
O 0.600817 3.104654 2.474815 1.85 -0.37 1.92 -0.132
H 1.428165 3.232713 3.102198 -2.82 -0.68 -1.81 0.101
H 0.049315 2.365835 2.833232 0.97 0.98 -0.12 0.040
```
Positions in Å, forces in eV/Å.

---

No. 2
ORCA calculation (wB97M-V/def2-TZVPD) on a structure of composition C21H37N2O17S2 at a distorted geometry.

Values from the calculation:
Multiplicity: 1
Charge: -1
Calculated total energy, Ha: -3007.44585
LUMO level, eV: 2.0

```
79
Properties=species:S:1:pos:R:3:forces:R:3:lowdin_charge:R:1
O 0.930660 4.074355 2.816777 0.28 -0.13 0.48 -0.324
S 0.369778 3.688572 1.552063 -0.03 0.56 -0.70 0.495
O -0.852927 4.356532 1.179939 -0.49 0.17 -0.13 -0.344
C 1.578522 4.180654 0.325128 0.95 -1.03 0.83 -0.228
C 2.952218 3.573678 0.687129 0.26 -0.13 -0.41 -0.223
C 3.502776 2.631928 -0.377953 0.20 -0.25 0.05 -0.203
C 2.824708 1.290996 -0.373442 -0.39 -0.23 -0.58 -0.273
O 3.422850 0.463319 -1.384690 0.22 0.13 0.05 -0.080
N 0.274313 2.109897 1.272315 0.02 0.38 0.63 -0.305
S -0.341227 1.171849 2.392034 -0.44 -0.43 -0.35 0.531
O -0.790929 1.809128 3.596304 0.37 0.32 0.33 -0.308
O -1.320651 0.292587 1.793467 0.10 -0.32 -0.37 -0.343
C 1.062809 0.091818 2.775785 -1.05 1.65 0.46 -0.330
C 1.105440 -1.113862 2.135254 -0.02 -0.76 -0.45 -0.061
C 2.178258 -1.945773 2.364414 -0.20 0.20 -0.11 -0.061
C 3.137605 -1.481278 3.234047 0.29 -0.76 -0.20 -0.082
C 2.963547 -0.264345 3.835139 0.52 1.16 0.87 -0.144
N 1.941251 0.579199 3.651083 0.28 -1.32 -0.81 0.116
H 1.656413 5.254935 0.408063 -0.44 0.28 -0.20 0.094
H 1.292604 3.829744 -0.658908 -0.40 0.23 -0.17 0.092
H 2.911322 3.035633 1.628985 -0.16 -0.03 0.24 0.095
H 3.684518 4.359423 0.837424 0.02 0.30 0.05 0.104
H 3.401942 3.051395 -1.377121 -0.03 0.19 -0.16 0.114
H 4.567343 2.457991 -0.227520 0.20 0.07 0.11 0.112
H 2.893466 0.796612 0.594821 0.05 0.06 0.23 0.107
H 1.770293 1.418091 -0.614402 -0.17 -0.03 0.20 0.104
H 2.841844 -0.289848 -1.495788 -0.04 -0.16 -0.06 0.067
H 0.307313 -1.391573 1.471517 -0.21 0.05 -0.10 0.108
H 2.233712 -2.896728 1.864837 0.17 -0.25 -0.02 0.105
H 4.017804 -2.060585 3.453383 0.18 -0.08 0.10 0.098
H 3.729540 0.070275 4.523623 0.01 0.14 0.14 0.109
C 2.697055 0.674503 10.316919 0.06 -0.05 0.16 -0.062
O 1.505048 0.591102 9.544772 0.00 -0.05 0.12 -0.010
C 1.602159 1.160745 8.330772 -0.18 -0.03 -0.16 -0.632
O 2.589639 1.699129 7.902605 0.14 0.02 0.04 0.118
O 0.444259 1.018310 7.716235 -0.05 0.03 0.04 0.011
C 0.381439 1.584822 6.385727 -0.15 0.07 -0.17 -0.016
H 2.489116 0.183063 11.264231 -0.12 -0.02 -0.04 0.087
H 3.517821 0.160596 9.818522 0.04 0.10 -0.05 0.093
H 2.965886 1.713365 10.502751 0.07 0.00 -0.09 0.094
H 1.105283 1.113109 5.730139 0.06 0.10 0.08 0.063
H 0.545754 2.659183 6.418355 0.12 -0.02 0.03 0.107
H -0.613908 1.393226 6.003542 -0.03 -0.09 0.15 0.081
C -2.346499 2.432456 -0.652339 -0.02 -0.04 0.23 -0.020
O -3.196571 2.313547 -1.820690 -0.05 0.03 0.04 0.014
C -2.746105 1.493929 -2.747742 -0.06 0.12 0.19 -0.641
O -1.717813 0.865095 -2.713190 0.07 -0.14 -0.20 0.108
O -3.637578 1.464714 -3.751769 -0.04 -0.04 -0.09 -0.011
C -3.276540 0.604175 -4.828987 0.00 -0.10 -0.17 -0.049
H -2.823133 3.135842 0.019740 -0.09 0.08 -0.15 0.091
H -2.249865 1.473076 -0.151258 0.11 -0.05 -0.08 0.073
H -1.370292 2.815374 -0.927349 0.02 -0.06 -0.07 0.079
H -3.194280 -0.428014 -4.490254 0.11 0.01 0.01 0.092
H -2.340828 0.924022 -5.285141 0.06 -0.08 0.07 0.093
H -4.071647 0.671712 -5.566929 -0.08 0.10 0.09 0.091
C -4.125760 -6.264451 -2.756457 0.00 -0.19 -0.07 -0.051
O -4.484494 -4.906044 -2.997001 -0.04 -0.05 -0.08 -0.002
C -4.088524 -4.061692 -2.037491 -0.03 0.11 -0.06 -0.628
O -3.485364 -4.368916 -1.044917 0.04 -0.07 0.08 0.128
O -4.478397 -2.840375 -2.377968 -0.06 0.08 -0.06 0.006
C -4.120986 -1.814921 -1.439617 0.08 0.29 0.11 -0.018
H -4.501320 -6.838265 -3.599407 -0.05 0.11 -0.05 0.090
H -3.044057 -6.373458 -2.700601 0.00 0.02 0.11 0.096
H -4.586367 -6.628380 -1.839608 0.09 0.03 0.06 0.096
H -3.040316 -1.747964 -1.335425 0.00 -0.07 0.07 0.103
H -4.584613 -1.997567 -0.472824 0.08 -0.10 0.02 0.102
H -4.496781 -0.877600 -1.840749 -0.06 -0.09 -0.14 0.092
C 0.607030 -1.212608 -4.961718 0.01 0.20 0.33 -0.022
O -0.240105 -1.347442 -6.109854 -0.06 0.03 -0.02 0.002
C 0.211847 -2.178373 -7.039500 -0.08 0.09 0.08 -0.629
O 1.237411 -2.805020 -6.999505 0.09 -0.08 -0.03 0.122
O -0.674078 -2.203491 -8.040014 -0.06 0.01 -0.07 0.000
C -0.311433 -3.065038 -9.116408 -0.05 -0.08 -0.19 -0.050
H 0.112302 -0.510481 -4.294680 -0.12 -0.01 -0.09 0.083
H 0.719831 -2.169814 -4.456523 0.07 -0.04 -0.09 0.099
H 1.579538 -0.816691 -5.247340 0.03 -0.11 -0.05 0.100
H -0.230288 -4.095445 -8.774742 0.10 0.01 0.03 0.096
H 0.626395 -2.745002 -9.567154 0.06 -0.06 0.07 0.096
H -1.106989 -2.992663 -9.852869 -0.06 0.09 0.08 0.090
```
Positions in Å, forces in eV/Å.

---

No. 3
ORCA calculation (wB97M-V/def2-TZVPD) on a cluster of 2 separate species, CH3Cl2F in total at a distorted geometry.

Values from the calculation:
Multiplicity: 1
Charge: 0
ΔE to the lowest compared entry with this formula, charge and spin, kcal/mol: 5.4
Calculated total energy, Ha: -1060.12726
SMILES string: FCCl.Cl
LUMO level, eV: 0.9

```
7
Properties=species:S:1:pos:R:3:forces:R:3:lowdin_charge:R:1
F 0.089341 1.955451 0.565307 0.10 0.13 -0.04 -0.069
C 0.155724 0.600352 0.541972 -0.16 -0.01 0.55 -0.619
Cl 1.245458 0.061960 -0.751741 1.05 0.78 0.20 0.588
H -0.831648 0.188236 0.338120 0.27 0.22 0.05 -0.007
H 0.558948 0.237385 1.489596 0.04 0.11 -0.15 0.087
Cl -1.245627 -1.487264 -1.153646 -1.22 -1.07 -0.51 0.325
H 0.027804 -1.556120 -1.029607 -0.09 -0.17 -0.09 -0.306
```
Positions in Å, forces in eV/Å.

---

No. 4
ORCA calculation (wB97M-V/def2-TZVPD) on a cluster of 10 separate species, C30H83N5O10 in total at a distorted geometry.

Values from the calculation:
Multiplicity: 2
Charge: -1
Calculated total energy, Ha: -2218.62869
LUMO level (spin up / spin down), eV: 2.2 / 2.2

```
128
Properties=species:S:1:pos:R:3:forces:R:3:lowdin_charge:R:1
C 3.704791 -17.484284 30.619176 -0.28 -0.74 -0.02 -0.045
C 3.084442 -16.499612 29.607596 -0.47 -1.47 0.61 -0.457
C 1.894277 -15.825460 30.374629 0.72 -0.83 0.10 -0.158
C 1.344101 -14.667516 29.637377 0.29 1.10 0.02 -0.189
C 2.482931 -13.594549 29.499796 -0.05 -1.19 -0.70 -0.094
C 3.773598 -14.187884 28.793471 -0.81 -0.05 -0.95 -0.491
N 4.103645 -15.530270 29.280341 0.54 0.19 1.14 -0.091
O 5.269516 -16.130732 28.630777 -1.84 1.04 0.69 -0.002
C 3.441162 -14.275477 27.289466 0.42 0.58 0.14 -0.021
C 4.947085 -13.258607 29.109234 0.28 -0.09 0.40 -0.044
C 2.457365 -17.375792 28.399944 1.51 1.18 -0.35 -0.003
H 2.980229 -18.298061 30.648656 0.22 -0.38 0.37 0.075
H 3.843128 -17.120737 31.637405 -0.40 0.57 -0.05 0.076
H 4.690707 -17.891045 30.394196 -0.18 0.04 -0.72 0.078
H 1.161674 -16.610219 30.563151 -0.13 -0.10 -0.18 0.116
H 2.189803 -15.482885 31.366303 0.46 -0.06 0.05 0.118
H 0.460729 -14.252054 30.122300 0.11 0.23 0.37 0.110
H 0.926886 -15.015233 28.692324 0.48 0.26 -0.42 0.072
H 2.854021 -13.123090 30.409814 -0.59 -0.41 0.53 0.107
H 2.040222 -12.789598 28.913140 0.52 0.18 -0.36 0.110
H 4.089164 -15.008206 26.808530 -0.12 0.21 -0.36 0.067
H 2.400254 -14.544727 27.110271 0.07 -0.12 0.05 0.068
H 3.608173 -13.293745 26.846274 0.03 -0.04 -0.29 0.083
H 5.930092 -13.585210 28.769910 -0.27 -0.11 -0.75 0.078
H 4.731605 -12.241303 28.782481 0.10 0.01 -0.14 0.082
H 5.129287 -13.239935 30.183734 -0.47 0.08 0.26 0.079
H 3.224623 -17.835911 27.777284 0.72 -0.24 0.45 0.045
H 2.081283 -16.721808 27.613195 -0.93 0.10 0.31 0.056
H 1.807300 -18.211342 28.659486 -0.29 0.54 0.37 0.068
H 4.900753 -16.296872 27.760145 0.36 -0.47 -0.67 0.056
C -1.088099 -24.328665 28.415883 2.54 0.04 2.28 -0.242
O -1.546233 -23.511471 27.428139 -1.65 0.19 -1.31 -0.107
H -0.587035 -23.683189 29.137259 0.41 0.15 0.01 0.075
H -1.735481 -24.873874 29.102732 -0.96 -0.39 -0.74 0.070
H -0.304723 -24.953058 27.986292 0.03 -0.55 0.43 0.083
H -1.721595 -24.147959 26.731200 -0.36 0.60 -0.69 0.077
C 3.734057 -23.680327 27.598714 1.80 -1.81 0.53 -0.240
O 2.533634 -23.066717 27.402219 -0.62 0.78 -0.32 -0.116
H 4.577071 -23.089457 27.956905 -0.28 0.73 0.66 0.072
H 3.574794 -24.502781 28.296072 0.21 -0.10 0.03 0.076
H 4.198339 -24.079234 26.696814 -0.39 -0.49 -0.51 0.065
H 2.775771 -22.368210 26.789804 -0.79 1.03 -0.33 0.029
C 4.033946 -16.659232 23.876766 0.12 0.28 -0.26 -0.188
O 3.562401 -17.283229 25.012021 -0.04 -0.12 2.31 -0.152
H 4.252051 -17.403873 23.111228 0.41 0.25 -0.31 0.072
H 3.347376 -15.909624 23.483327 -0.32 0.04 -0.20 0.068
H 4.898392 -16.103276 24.239714 0.40 -0.12 -0.58 0.073
H 2.846546 -17.901600 24.848411 -0.08 -0.05 -0.81 0.013
C 6.057530 -19.820883 26.444233 0.41 1.80 -0.88 -0.183
O 7.268233 -20.264065 27.004212 0.17 -0.90 0.82 -0.117
H 5.542935 -20.528305 25.793963 0.14 -0.26 0.10 0.066
H 5.361163 -19.355620 27.141878 0.09 -0.60 0.61 0.066
H 6.391080 -18.952150 25.876658 -0.80 0.14 -0.76 0.073
H 7.967607 -19.964572 26.418734 -0.02 -0.16 0.11 0.068
C -2.176476 -20.614159 21.464639 0.11 -1.60 -0.86 -0.174
O -2.038307 -21.115736 20.131960 -0.07 0.38 -0.09 -0.152
H -3.153661 -20.155859 21.616865 0.17 0.56 0.04 0.067
H -2.188722 -21.556618 22.012120 0.24 0.38 0.83 0.068
H -1.294444 -20.005763 21.664542 -0.38 0.21 0.63 0.061
H -1.589840 -20.423682 19.640488 -0.28 0.05 -0.63 0.004
C 7.265628 -19.704526 22.519922 0.02 -1.33 -1.02 -0.073
C 6.597729 -20.463440 21.336454 -2.28 -0.81 1.07 -0.412
C 6.565141 -22.029175 21.318697 2.81 0.75 0.62 -0.260
O 6.146679 -22.466168 22.573355 -1.67 1.68 0.85 -0.225
C 6.072328 -23.827294 22.849345 0.71 0.20 -1.64 -0.141
N 5.174040 -20.046798 21.335188 0.88 1.32 -0.71 0.018
H 7.290005 -18.698298 22.101577 0.20 0.23 0.78 0.067
H 8.259448 -20.119989 22.686699 0.29 0.27 -0.05 0.065
H 6.737837 -19.799916 23.468839 -0.27 0.20 -0.25 0.050
H 7.095263 -20.057808 20.455533 -0.24 -0.39 -0.32 0.113
H 7.600358 -22.359753 21.234175 0.76 -0.19 -0.20 0.101
H 6.128651 -22.464278 20.419668 -1.02 0.15 0.18 0.100
H 5.583342 -24.290267 21.992233 -0.38 -0.59 0.19 0.077
H 5.542032 -24.010723 23.783820 0.23 0.09 -0.10 0.081
H 7.115612 -24.141158 22.815553 0.13 -0.90 0.60 0.080
H 4.641245 -20.273506 22.162735 0.19 -0.44 -0.16 0.045
H 4.724596 -20.300332 20.466958 -0.41 -0.18 0.20 0.015
C -4.137880 -18.096547 27.107076 -0.01 0.96 -0.05 -0.053
C -3.153979 -18.179578 28.249893 0.85 -2.07 -0.38 -0.499
C -2.247156 -17.019383 28.402904 0.38 2.27 -1.41 -0.185
O -1.426003 -16.997728 27.202900 0.36 -0.35 0.75 -0.224
C -0.992740 -15.754520 26.630056 -0.57 -0.88 0.78 -0.092
N -3.940234 -18.498580 29.416115 0.01 0.46 0.91 0.032
H -3.700024 -17.972022 26.116684 0.04 -0.20 0.12 0.077
H -4.714333 -17.203884 27.349886 -0.25 0.23 -0.30 0.080
H -4.868030 -18.905272 27.137625 0.31 -0.24 -0.14 0.075
H -2.431866 -18.989683 28.147968 0.03 -0.50 -0.80 0.126
H -1.580280 -16.941891 29.261612 -0.07 -0.72 0.35 0.120
H -2.885823 -16.138968 28.474073 -0.01 0.59 -0.23 0.123
H -1.814895 -15.542014 25.946674 0.50 1.00 -0.26 0.089
H -0.016747 -15.878132 26.160741 -0.25 -0.52 -0.53 0.070
H -0.751416 -14.993246 27.371885 -0.76 0.27 0.21 0.066
H -4.261054 -19.439514 29.237755 -0.31 -0.17 0.33 0.072
H -3.267359 -18.573567 30.165594 -0.16 -0.15 0.59 0.068
C 0.698326 -19.935637 16.737486 1.19 0.64 0.01 -0.095
C 0.258145 -19.409756 18.054421 0.16 0.19 2.15 -0.475
C 1.160257 -18.286815 18.652143 0.89 -0.72 0.59 -0.209
O 0.721049 -17.938605 19.976260 -0.77 -0.24 -0.17 -0.223
C 1.565279 -17.022240 20.677823 -0.06 0.11 -1.72 -0.133
N -1.119972 -18.994942 18.043723 -1.30 0.98 0.03 0.027
H 0.502158 -19.070739 16.103785 -0.19 -0.56 -1.03 0.079
H 0.305583 -20.913991 16.460606 -0.55 0.46 -0.17 0.083
H 1.781748 -20.055211 16.737495 0.17 -0.03 0.04 0.060
H 0.200831 -20.197518 18.805574 0.92 -0.28 0.11 0.116
H 1.283804 -17.436392 17.981612 -0.64 0.51 -0.09 0.116
H 2.191017 -18.617858 18.778866 0.25 -0.60 -0.19 0.098
H 1.169139 -16.765701 21.660349 -0.03 -0.46 -0.10 0.084
H 1.603345 -16.126801 20.057471 0.04 0.52 0.17 0.075
H 2.592245 -17.387490 20.683328 0.13 -0.24 0.50 0.072
H -1.199735 -18.275326 18.747921 -0.26 -0.01 0.64 0.067
H -1.419288 -18.479167 17.228564 0.26 -0.24 -0.66 0.071
C 0.300195 -20.450212 26.936469 1.26 0.95 -0.24 -0.031
C 1.190393 -20.252896 25.635387 -0.55 -1.62 2.12 -0.390
C 0.730680 -19.039067 24.871860 0.75 -0.33 0.19 -0.190
O 1.652668 -18.688476 23.860814 -0.06 -0.66 -1.40 -0.218
C 1.687844 -19.736542 22.870045 0.10 -0.67 0.11 -0.093
N 2.601893 -20.348083 26.032428 0.38 0.36 0.42 0.070
H 0.552168 -21.404557 27.398888 -0.79 -0.34 -0.49 0.059
H -0.736595 -20.172545 26.746555 -0.17 -0.87 -0.17 0.070
H 0.552590 -19.771116 27.750866 0.47 0.62 -0.20 0.048
H 0.998584 -21.204924 25.140466 -0.07 0.25 -0.75 0.123
H 0.717995 -18.220322 25.591299 -0.43 0.33 -0.22 0.120
H -0.218674 -19.262759 24.385252 -0.42 0.33 0.37 0.129
H 2.066203 -19.449306 21.889004 -0.19 0.69 0.25 0.071
H 0.714260 -20.217044 22.773284 -0.40 0.46 -0.27 0.071
H 2.287803 -20.603264 23.147438 0.54 0.13 0.53 0.064
H 3.317977 -20.204819 25.334723 -0.42 -0.26 -0.94 0.058
H 2.882366 -19.638325 26.693993 -0.46 0.15 0.57 0.051
```
Positions in Å, forces in eV/Å.

---

- Which of these has the lowest calculated total energy?
  C21H37N2O17S2

---

- Number 2 is which compound?
  C21H37N2O17S2